Below is a molecular structure, C11H21ClCrN3O2P2 in a non-equilibrium geometry, with properties calculated with wB97M-V/def2-TZVPD.

LUMO level (alpha / beta) = -9.84 / -10.08 eV
spin multiplicity = 4
total charge = +2
HOMO level (alpha / beta) = -14.639 / -14.464 eV
gap between HOMO and LUMO (alpha / beta) = 4.80 / 4.38 eV
expectation value of S² = 3.814
energy relative to the best compared isomer or geometry (same formula, charge and spin) = 0.0000 eV

Last column: Mulliken spin population.
CARTESIAN COORDINATES (ANGSTROEM)
1 C 2.4402 2.8706 1.0128  0.03
2 C 1.7043 3.0043 -0.1785  -0.01
3 H 3.2268 3.6542 1.0789  0.00
4 H 2.9237 1.8722 1.0183  0.00
5 H 1.7442 2.9292 1.8707  0.00
6 O 1.2493 3.3778 -1.1827  0.00
7 Cl 0.7642 -1.2628 2.2533  0.04
8 Cr 0.1785 -0.2200 0.3775  2.95
9 P 1.7688 -1.2332 -0.9961  -0.11
10 C 1.3590 -1.3854 -2.7510  0.00
11 C 3.4009 -0.4626 -0.9382  0.02
12 H 4.0100 -0.8567 -1.7606  0.00
13 H 2.8131 -3.4205 -1.0051  0.00
14 H 3.8739 -0.6913 0.0237  0.00
15 H 2.1638 -2.9830 0.6189  0.00
16 H 0.9854 -0.4317 -3.1404  0.00
17 H 3.3123 0.6251 -1.0471  0.00
18 C 1.9782 -2.9596 -0.4605  0.02
19 H 2.2569 -1.6903 -3.3058  0.00
20 H 1.0545 -3.5191 -0.6619  0.00
21 H 0.5736 -2.1425 -2.8780  0.00
22 P -1.6434 0.9870 1.2600  -0.10
23 C -2.9982 1.3638 0.1174  0.00
24 C -2.4217 -0.0536 2.5285  0.02
25 H -0.5298 2.3755 2.8709  0.00
26 H -2.1423 3.0256 2.4070  0.00
27 H -0.7440 3.2264 1.3073  0.00
28 C -1.2192 2.5607 2.0381  0.02
29 H -1.6456 -0.4374 3.2000  0.00
30 H -3.1610 0.5319 3.0900  0.00
31 H -3.7063 2.0449 0.6103  0.00
32 H -3.5150 0.4336 -0.1539  0.00
33 H -2.9136 -0.9090 2.0467  0.00
34 H -2.6088 1.8298 -0.7960  0.00
35 C -0.1296 0.9432 -1.1811  -0.06
36 O -0.4943 1.4178 -2.1903  0.03
37 N -1.1230 -1.4755 -0.2562  -0.07
38 C -1.8575 -2.2916 -0.6966  0.06
39 N -2.4151 -3.2910 -1.2208  0.13
40 C -3.6979 -3.5227 -1.3713  -0.03
41 N -4.8151 -3.8338 -1.5585  0.07

Cartesian forces (eV/Å) of the 3 atoms listed first:
0.4 -1.0 1.2
-1.6 3.5 -5.6
-0.4 -0.1 -0.3